Run a
{"formula": "C3H4NP", "method": "the ωB97M-V functional and the def2-TZVPD basis", "e_homo_ev": -10.3344, "spin_multiplicity": 1, "smiles": "[H]/P=C/CC#N", "homo_lumo_gap_ev": 10.0956, "symbols": ["C", "C", "C", "N", "P", "H", "H", "H", "H"], "coordinates": [[-1.821, -0.233, 0.187], [0.697, 0.004, -0.403], [-0.487, 0.284, 0.592], [-2.818, -0.459, -0.316], [2.123, -0.642, 0.134], [0.623, 0.283, -1.443], [-0.772, 1.334, 0.693], [-0.398, -0.016, 1.666], [2.852, -0.556, -1.109]], "lowdin_charge": [-0.259, -0.535, -0.267, 0.134, 0.810, 0.035, 0.106, 0.111, -0.133]}

---

Run b
{"formula": "C3H4NP", "method": "the ωB97M-V functional and the def2-TZVPD basis", "e_homo_ev": -9.3913, "spin_multiplicity": 1, "homo_lumo_gap_ev": 9.7563, "symbols": ["C", "C", "C", "N", "P", "H", "H", "H", "H"], "coordinates": [[0.225, 0.987, 0.720], [0.957, 0.360, -0.204], [-1.325, -0.549, 0.022], [-1.051, 0.412, 0.812], [0.048, -0.854, -1.232], [0.220, 1.890, 1.235], [2.507, 0.446, -0.664], [-2.277, -0.967, -0.272], [0.696, -1.725, -0.418]], "lowdin_charge": [-0.269, -0.397, -0.372, -0.048, 0.856, 0.073, 0.194, 0.047, -0.084]}

---

Most stable structure, least stable structure: run a, run b.

---

Run a
{"formula": "H12O6", "method": "the ωB97M-V functional and the def2-TZVPD basis", "e_homo_ev": [-14.4398, -14.0695], "spin_multiplicity": 2, "charge": 1, "homo_lumo_gap_ev": [11.0156, 2.4456], "symbols": ["O", "H", "H", "O", "H", "H", "O", "H", "H", "O", "H", "H", "O", "H", "H", "O", "H", "H"], "coordinates": [[2.755, 0.751, -0.167], [2.802, 1.480, -0.785], [1.949, 0.905, 0.325], [-1.920, 2.023, -1.854], [-2.621, 2.231, -1.237], [-1.151, 1.877, -1.303], [-0.332, -1.516, -1.771], [0.613, -1.589, -1.909], [-0.698, -1.440, -2.653], [-0.086, 0.951, 0.392], [-0.101, 0.070, 0.019], [0.088, 0.815, 1.323], [-2.355, -2.866, 0.310], [-2.496, -3.577, -0.314], [-1.491, -2.520, 0.088], [1.392, 0.751, 2.921], [1.354, 0.661, 3.873], [2.300, 0.994, 2.739]], "lowdin_charge": [0.120, 0.086, 0.007, 0.235, 0.108, 0.051, -0.029, 0.051, 0.059, 0.103, 0.056, 0.051, -0.025, 0.043, -0.006, -0.026, 0.066, 0.051]}

---

Run b
{"formula": "H12O6", "method": "the ωB97M-V functional and the def2-TZVPD basis", "e_homo_ev": [-16.0345, -13.9615], "spin_multiplicity": 2, "charge": 1, "homo_lumo_gap_ev": [12.4472, 2.2593], "symbols": ["O", "H", "H", "O", "H", "H", "O", "H", "H", "O", "H", "H", "O", "H", "H", "O", "H", "H"], "coordinates": [[0.401, -1.169, -3.862], [0.717, -1.911, -3.328], [0.380, -0.519, -3.138], [-2.134, -1.187, -2.143], [-2.022, -2.070, -2.562], [-1.387, -1.040, -1.584], [-1.275, 1.537, 2.347], [-2.165, 1.813, 2.524], [-0.842, 1.466, 3.193], [-0.379, 2.284, -0.102], [-0.962, 1.842, 0.554], [-0.992, 2.708, -0.699], [2.656, -0.479, 3.019], [3.153, -1.280, 3.279], [2.089, -0.749, 2.261], [1.109, -0.696, 0.325], [0.270, -0.212, 0.443], [1.382, -0.339, -0.527]], "lowdin_charge": [0.053, 0.066, 0.046, 0.087, 0.099, 0.018, -0.010, 0.063, 0.068, 0.066, 0.023, 0.071, 0.141, 0.107, 0.058, -0.036, 0.033, 0.047]}

---

Most stable structure, least stable structure: run a, run b.

---

Run a
{"formula": "C4H10N2S", "method": "the ωB97M-V functional and the def2-TZVPD basis", "e_homo_ev": -9.1577, "spin_multiplicity": 1, "smiles": "[H]/N=C\\N(S)C(C)C", "homo_lumo_gap_ev": 9.7961, "symbols": ["C", "C", "C", "C", "H", "H", "H", "H", "H", "H", "H", "H", "H", "H", "N", "N", "S"], "coordinates": [[-1.428, 0.255, -1.261], [-0.590, -0.355, -0.146], [-1.211, -0.121, 1.239], [1.848, -0.822, -0.197], [-1.003, 0.061, -2.283], [-2.438, -0.181, -1.260], [-1.523, 1.304, -1.112], [-0.530, -1.445, -0.308], [-1.360, 0.932, 1.446], [-0.601, -0.584, 2.022], [-2.187, -0.536, 1.277], [1.212, 1.826, 1.278], [1.442, -1.870, -0.290], [3.322, 0.325, -0.032], [0.805, 0.114, -0.194], [3.097, -0.650, -0.124], [1.143, 1.747, -0.056]], "lowdin_charge": [-0.082, -0.475, -0.066, -0.356, 0.098, 0.084, 0.043, 0.128, 0.067, 0.087, 0.063, -0.120, 0.129, -0.010, -0.505, 0.074, 0.840]}

---

Run b
{"formula": "C4H10N2S", "method": "the ωB97M-V functional and the def2-TZVPD basis", "e_homo_ev": -8.7802, "spin_multiplicity": 1, "smiles": "[H]/N=C(/N)SC(C)C", "homo_lumo_gap_ev": 9.3823, "symbols": ["C", "C", "C", "C", "H", "H", "H", "H", "H", "H", "H", "H", "H", "H", "N", "N", "S"], "coordinates": [[-1.005, -1.096, -1.237], [-1.451, -0.438, 0.230], [-2.403, 0.815, -0.103], [1.365, 0.372, -0.116], [-1.009, -2.317, -1.077], [-1.905, -0.673, -1.849], [-0.057, -0.520, -1.587], [-2.002, -1.082, 1.030], [-3.370, 0.600, -0.754], [-2.769, 1.386, 0.909], [-1.932, 1.724, -0.747], [2.440, -1.414, 0.201], [3.470, -0.049, -0.724], [0.541, 2.005, 0.165], [2.359, -0.467, -0.433], [1.185, 1.540, -0.501], [0.172, -0.319, 1.145]], "lowdin_charge": [-0.137, -0.658, -0.185, -0.907, 0.120, 0.065, 0.057, 0.093, 0.086, 0.098, 0.096, 0.144, 0.215, 0.044, -0.010, 0.060, 0.820]}

---

Most stable structure, least stable structure: run a, run b.